The following is a quantum chemistry calculation of a molecular structure, C16H28IrN6O3Se, from OMol25.

```
! RIJCOSX wB97M-V def2-TZVPD def2/J DEFGRID3
* xyz 1 1
Ir 0.136 -0.067 0.030
N -0.442 1.566 1.208
C 0.705 2.283 1.809
C 1.800 1.270 2.113
N 2.032 0.358 0.960
C 2.936 0.947 -0.076
C 2.151 1.806 -1.058
N 1.009 0.989 -1.535
H -1.050 2.168 0.656
H -1.048 1.211 1.941
H 0.411 2.815 2.714
H 1.052 3.030 1.104
H 1.525 0.654 2.969
H 2.721 1.796 2.373
H 2.463 -0.495 1.305
H 3.364 0.108 -0.614
H 3.739 1.521 0.392
H 2.796 2.107 -1.884
H 1.755 2.712 -0.611
H 1.385 0.239 -2.114
H 0.363 1.503 -2.130
O 2.676 -1.907 -0.838
C 1.633 -2.212 -1.392
O 0.476 -1.664 -1.201
H 1.591 -3.026 -2.132
C 2.072 -5.423 2.170
C 1.297 -5.277 0.867
N -0.079 -5.771 0.930
C -0.369 -7.112 0.409
C -0.047 -8.229 1.391
C -1.065 -5.153 1.618
O -2.146 -5.653 1.871
C -0.835 -3.733 2.081
C -0.981 -3.413 3.420
C -0.918 -2.081 3.791
C -0.706 -1.126 2.818
N -0.552 -1.422 1.519
C -0.639 -2.715 1.166
H 3.106 -5.105 2.029
H 2.077 -6.457 2.511
H 1.634 -4.811 2.961
H 1.792 -5.839 0.075
H 1.308 -4.234 0.548
H 0.201 -7.228 -0.513
H -1.427 -7.133 0.157
H 1.022 -8.294 1.595
H -0.365 -9.186 0.978
H -0.578 -8.073 2.330
H -1.165 -4.193 4.148
H -1.044 -1.773 4.819
H -0.669 -0.089 3.115
H -0.584 -2.921 0.107
Se -3.303 -1.313 -2.838
C -2.341 -0.506 -1.637
N -1.688 0.042 -0.814
*
```

Computed properties:
Frontier orbital gap in eV: 7.3
HOMO in eV: -10.197


The following is a quantum chemistry calculation of a molecular structure, C4H5NS at a distorted geometry, from OMol25.

```
! RIJCOSX wB97M-V def2-TZVPD def2/J DEFGRID3
* xyz 0 1
C -0.635 -0.959 -1.026
C 0.079 1.327 -0.405
C 0.774 -0.743 0.797
C 0.533 -0.167 -0.392
N -1.200 1.200 0.281
S -1.706 -0.329 0.139
H -0.595 -1.999 -1.054
H 0.702 1.896 0.224
H 0.020 1.767 -1.378
H 0.771 -1.857 1.119
H 1.257 -0.137 1.693
*
```

Computed properties:
Frontier orbital gap (alpha / beta) in eV: 7.7 / 8.2
HOMO (alpha / beta) in eV: -8.332 / -8.727


The following is a quantum chemistry calculation of 2 unconnected molecules or ions with the total composition C4H10NO at a distorted geometry, from OMol25.

```
! RIJCOSX wB97M-V def2-TZVPD def2/J DEFGRID3
* xyz 1 1
C 0.103 0.280 0.154
C -0.782 1.270 0.180
C 0.662 -2.169 -0.325
C 1.410 0.486 0.707
N -2.174 1.113 -0.503
O 1.777 -2.207 -1.047
H 0.695 -2.321 0.695
H -0.626 2.293 0.611
H -0.280 -2.429 -0.822
H 1.611 0.095 1.685
H 1.635 1.565 0.695
H 2.165 -0.045 0.230
H -2.879 1.537 0.100
H -2.406 0.166 -0.862
H -2.227 1.484 -1.452
H 2.463 -1.819 -0.414
*
```

Computed properties:
Frontier orbital gap (alpha / beta) in eV: 8.3 / 8.3
HOMO (alpha / beta) in eV: -12.459 / -12.461


The following is a quantum chemistry calculation of a gas-phase ion, C10H17N2O2 (charge +1) at a distorted geometry, from OMol25.

```
! RIJCOSX wB97M-V def2-TZVPD def2/J DEFGRID3
* xyz 1 1
C -1.370 1.423 0.096
C -1.037 -1.082 0.001
C 2.826 -0.014 1.173
C 3.527 0.145 -0.134
C 1.445 0.780 1.187
C 2.652 0.073 -1.375
C -2.000 0.081 0.360
C 0.673 0.413 0.010
C -1.746 -2.420 -0.063
C -4.450 0.321 -0.039
N 0.235 -0.872 -0.111
N 1.425 0.921 -1.174
O -1.456 2.587 -0.146
O -3.131 -0.025 -0.466
H 2.612 -1.051 1.281
H 3.328 0.329 2.129
H 4.077 1.133 -0.192
H 4.332 -0.587 -0.257
H 0.964 0.538 2.045
H 1.618 1.833 1.093
H 3.193 0.297 -2.347
H 2.226 -0.857 -1.617
H -2.170 0.020 1.477
H -2.125 -2.832 0.850
H -1.035 -3.069 -0.505
H -2.621 -2.128 -0.529
H -5.082 -0.197 -0.673
H -4.730 1.341 -0.145
H -4.629 0.057 1.075
H 1.813 1.937 -1.130
H 0.633 0.906 -1.874
*
```

Computed properties:
Frontier orbital gap in eV: 8.3
HOMO in eV: -11.285


The following is a quantum chemistry calculation of 2 unconnected molecules or ions with the total composition C9H14O at a distorted geometry, from OMol25.

```
! RIJCOSX wB97M-V def2-TZVPD def2/J DEFGRID3
* xyz 0 1
C -0.850 1.841 1.552
C -0.021 0.601 1.300
C -0.447 -0.363 0.393
C 0.095 -1.678 0.495
C 0.970 -1.993 1.489
O 1.612 -3.218 1.509
C 1.419 -1.042 2.404
C 0.869 0.205 2.299
H -0.388 2.720 1.089
H -0.850 2.047 2.624
H -1.842 1.711 1.122
H -1.337 -0.121 -0.187
H -0.036 -2.289 -0.405
H 1.506 -3.645 0.664
H 1.906 -1.360 3.323
H 1.225 0.885 3.085
C -1.220 0.415 -2.870
C 0.208 0.968 -2.826
H -1.813 0.928 -2.127
H -1.660 0.512 -3.859
H -1.080 -0.645 -2.619
H 1.059 0.317 -2.999
H 0.439 1.410 -1.869
H 0.235 1.795 -3.586
*
```

Computed properties:
SMILES: Cc1ccc(O)cc1.CC
Frontier orbital gap in eV: 9.4
HOMO in eV: -8.501


The following is a quantum chemistry calculation of a molecular structure, C46H63ClF3MoN2OP2S2Si at a distorted geometry, from OMol25.

```
! RIJCOSX wB97M-V def2-TZVPD def2/J DEFGRID3
* xyz 1 3
Mo -1.328 -0.231 -0.431
C -0.098 -3.257 1.185
Si 0.570 -1.727 0.260
C 2.084 -0.873 1.119
C 3.350 -1.184 0.577
C 4.548 -0.666 1.079
C 4.496 0.256 2.138
C 3.251 0.589 2.640
C 2.042 0.031 2.205
P 0.470 0.534 2.957
C 0.350 -0.133 4.668
C -0.272 -1.569 4.590
C 0.776 -2.628 4.395
C 1.831 -2.614 5.501
C 2.507 -1.245 5.514
C 1.547 -0.094 5.668
C 0.604 2.403 3.122
C 1.171 3.114 1.876
C 2.276 4.109 2.200
C 1.840 5.178 3.215
C 1.013 4.569 4.373
C 1.187 3.037 4.416
C 1.323 -2.455 -1.321
C 2.218 -3.515 -1.321
C 2.845 -3.977 -2.460
C 2.674 -3.290 -3.654
C 1.786 -2.238 -3.716
C 1.081 -1.855 -2.570
P -0.319 -0.768 -2.710
C -1.545 -1.798 -3.654
C -1.512 -3.304 -3.122
C -1.019 -4.286 -4.181
C -1.929 -4.265 -5.415
C -2.505 -2.875 -5.693
C -1.508 -1.810 -5.219
C 0.179 0.760 -3.606
C 1.538 1.289 -3.045
C 1.750 2.739 -3.520
C 1.481 2.957 -5.036
C 1.381 1.620 -5.751
C 0.306 0.705 -5.168
H 0.696 -3.869 1.632
H -0.689 -3.883 0.503
H -0.721 -2.943 2.004
H 3.389 -1.801 -0.308
H 5.488 -0.948 0.669
H 5.414 0.723 2.506
H 3.226 1.291 3.442
H -0.423 0.550 5.051
H -1.007 -1.594 3.804
H -0.779 -1.729 5.558
H 1.285 -2.465 3.426
H 0.324 -3.607 4.378
H 2.573 -3.409 5.342
H 1.301 -2.827 6.453
H 3.090 -1.113 4.585
H 3.246 -1.203 6.342
H 2.077 0.858 5.621
H 1.116 -0.109 6.680
H -0.450 2.670 3.147
H 0.370 3.588 1.325
H 1.712 2.404 1.224
H 2.634 4.606 1.291
H 3.137 3.565 2.617
H 1.232 5.904 2.705
H 2.734 5.690 3.602
H -0.040 4.839 4.283
H 1.391 4.979 5.306
H 0.612 2.608 5.235
H 2.242 2.802 4.527
H 2.447 -4.033 -0.379
H 3.465 -4.844 -2.418
H 3.187 -3.573 -4.548
H 1.626 -1.771 -4.687
H -2.483 -1.371 -3.349
H -2.530 -3.573 -2.827
H -0.926 -3.343 -2.224
H -0.982 -5.295 -3.761
H 0.011 -4.046 -4.448
H -2.759 -4.947 -5.306
H -1.365 -4.606 -6.287
H -3.419 -2.741 -5.123
H -2.737 -2.754 -6.753
H -1.785 -0.844 -5.613
H -0.473 -2.072 -5.552
H -0.574 1.512 -3.334
H 2.296 0.631 -3.510
H 1.690 1.249 -1.954
H 2.799 2.990 -3.309
H 1.089 3.420 -2.967
H 2.251 3.587 -5.496
H 0.546 3.526 -5.190
H 2.402 1.175 -5.724
H 1.173 1.742 -6.826
H 0.460 -0.303 -5.500
H -0.644 0.993 -5.595
F -4.977 3.592 3.464
C -5.484 2.630 2.650
F -5.685 3.156 1.428
F -6.663 2.320 3.174
C -4.578 1.409 2.539
C -4.933 0.259 3.206
C -4.153 -0.870 3.087
C -3.115 -0.816 2.181
N -2.780 0.297 1.503
C -3.408 1.443 1.776
S -2.730 2.982 1.238
H -5.806 0.248 3.835
H -4.377 -1.802 3.569
H -2.473 -1.668 2.005
O -0.360 1.412 -0.269
H 0.516 1.469 0.161
H -1.534 2.460 0.958
S -4.796 1.981 -2.888
C -3.488 3.031 -2.769
C -2.505 2.424 -2.042
N -2.772 1.124 -1.674
C -3.974 0.772 -2.034
H -3.487 4.027 -3.165
H -1.559 2.869 -1.807
H -4.382 -0.221 -1.877
Cl -2.880 -2.045 -0.626
*
```

Computed properties:
Frontier orbital gap (alpha / beta) in eV: 6.3 / 6.9
HOMO (alpha / beta) in eV: -10.185 / -10.317